Density functional theory data (the ωB97M-V functional and the def2-TZVPD basis) for a single C20H21BrN2O5 molecule.

HOMO	-8.36	eV
LUMO level	0.09	eV
structure (SMILES)	CCCNC(=O)COC(=O)c1ccccc1OCC(=O)Nc1ccc(Br)cc1

Each line ends with the Löwdin charge.
Atoms and positions in Å:
C1 -0.220 8.658 -2.303  -0.114
H1 -0.492 9.214 -1.409  0.074
H2 0.466 9.264 -2.889  0.069
C2 0.428 7.332 -1.927  -0.248
C3 -0.526 6.466 -1.103  -0.190
N1 0.078 5.208 -0.729  0.072
C4 0.416 4.908 0.536  -0.473
O1 0.202 5.615 1.495  0.070
C5 1.107 3.549 0.708  -0.046
H3 0.519 2.953 1.414  0.136
H4 2.103 3.720 1.127  0.145
O2 1.267 2.840 -0.513  0.004
C6 0.522 1.744 -0.706  -0.400
O3 -0.260 1.312 0.110  0.108
C7 0.821 1.096 -2.003  -0.048
C8 2.122 1.075 -2.496  -0.006
C9 2.426 0.346 -3.629  -0.072
C10 1.429 -0.374 -4.267  -0.058
C11 0.125 -0.343 -3.807  0.011
C12 -0.200 0.411 -2.685  -0.204
O4 -1.463 0.608 -2.219  -0.039
C13 -2.430 -0.403 -2.402  -0.075
H5 -3.364 0.022 -2.023  0.146
H6 -2.576 -0.675 -3.452  0.127
C14 -2.108 -1.671 -1.591  -0.437
O5 -2.446 -2.767 -1.980  0.078
N2 -1.445 -1.384 -0.448  0.155
C15 -0.984 -2.262 0.532  -0.203
C16 -1.168 -3.641 0.464  -0.001
C17 -0.685 -4.452 1.474  -0.120
C18 -0.021 -3.887 2.548  -0.690
C19 0.169 -2.518 2.632  -0.126
C20 -0.313 -1.709 1.623  -0.012
H7 -0.175 -0.639 1.673  0.103
H8 0.687 -2.090 3.477  0.101
Br1 0.645 -5.009 3.937  0.709
H9 -0.827 -5.521 1.424  0.102
H10 -1.688 -4.072 -0.374  0.102
H11 -1.227 -0.402 -0.270  0.115
H12 -0.633 -0.906 -4.327  0.117
H13 1.665 -0.965 -5.140  0.111
H14 3.437 0.323 -4.003  0.105
H15 2.891 1.613 -1.963  0.121
H16 0.360 4.583 -1.469  0.141
H17 -0.789 6.975 -0.173  0.124
H18 -1.440 6.270 -1.673  0.126
H19 1.332 7.516 -1.344  0.112
H20 0.715 6.793 -2.834  0.106
H21 -1.120 8.491 -2.891  0.071

Density functional theory data (the ωB97M-V functional and the def2-TZVPD basis) for a molecular structure, C20H21Cl3FGeNO4Ti.

<S²>	0.7526
2S+1	2
HOMO (spin up / spin down)	-5.30 / -5.69	eV
LUMO level (spin up / spin down)	2.66 / 2.66	eV
total charge	-1

Each line ends with the Löwdin spin population.
Atoms and positions in Å:
Ti1 -1.112 -1.920 0.200  0.949
O1 1.399 -3.282 2.982  0.004
C1 0.697 -3.070 2.025  0.005
O2 -0.305 -2.232 1.967  0.022
C2 0.917 -3.800 0.660  0.003
O3 1.730 -4.667 0.497  -0.001
O4 0.104 -3.328 -0.274  0.004
C3 1.209 0.218 3.556  0.000
C4 0.574 0.883 2.334  0.000
C5 0.297 2.361 2.630  0.000
C6 1.426 0.741 1.083  -0.001
C7 2.773 1.073 1.160  0.000
C8 3.591 1.008 0.046  -0.001
C9 3.053 0.624 -1.166  0.000
C10 1.706 0.287 -1.303  -0.001
C11 1.267 -0.117 -2.706  0.000
C12 -0.027 0.507 -3.224  0.000
C13 1.257 -1.639 -2.869  0.001
C14 0.893 0.327 -0.157  0.000
N1 -0.489 -0.050 -0.209  -0.009
C15 -1.402 0.982 -0.250  0.000
C16 -1.159 2.307 -0.632  0.000
C17 -2.186 3.241 -0.646  0.000
C18 -3.482 2.903 -0.280  0.001
C19 -3.753 1.600 0.127  0.000
C20 -2.715 0.710 0.130  0.001
F1 -2.924 -0.583 0.577  0.011
H1 0.513 0.260 4.396  0.000
H2 2.121 0.736 3.863  0.000
H3 1.444 -0.829 3.376  0.000
H4 -0.377 0.385 2.155  0.000
H5 1.232 2.893 2.830  0.000
H6 -0.339 2.457 3.514  0.000
H7 -0.203 2.855 1.797  0.000
H8 3.188 1.384 2.111  0.000
H9 4.642 1.262 0.122  0.000
H10 3.686 0.583 -2.045  0.000
H11 2.062 0.263 -3.357  0.000
H12 -0.906 0.126 -2.712  0.000
H13 -0.133 0.269 -4.285  0.000
H14 -0.015 1.594 -3.125  0.000
H15 0.474 -2.104 -2.276  0.001
H16 2.208 -2.070 -2.551  0.000
H17 1.088 -1.906 -3.915  0.000
H18 -0.153 2.593 -0.910  0.000
H19 -1.965 4.256 -0.952  0.000
H20 -4.274 3.640 -0.302  0.000
H21 -4.738 1.280 0.440  0.000
Cl1 -2.291 -2.315 -2.081  0.007
Ge1 -2.733 -4.539 -1.359  0.002
Cl2 -4.938 -4.504 -1.830  0.001
Cl3 -2.932 -3.653 0.836  0.002

Density functional theory data (the ωB97M-V functional and the def2-TZVPD basis) for a molecular structure, C20H21ClEuN2O2P in a non-equilibrium geometry.

<S²>	12.4326
2S+1	7
HOMO (spin up / spin down)	-14.21 / -14.12	eV
LUMO level (spin up / spin down)	-8.66 / -6.90	eV
total charge	+2

Each line ends with the Löwdin spin population.
Atoms and positions in Å:
Eu1 -1.141 1.317 1.243  6.499
Cl1 -2.860 1.712 -0.571  -0.033
C1 0.795 0.651 2.863  -0.013
O1 1.512 0.551 3.773  0.001
P1 0.367 -0.479 -0.374  -0.201
C2 1.040 0.567 -1.642  -0.029
C3 1.611 -1.399 0.472  -0.025
C4 -1.017 -1.477 -0.888  -0.027
C5 1.407 -2.784 0.536  -0.024
C6 2.451 -3.537 1.045  0.002
C7 3.614 -2.914 1.503  -0.030
C8 3.758 -1.520 1.471  0.001
C9 2.741 -0.729 0.971  -0.019
H1 0.473 -3.214 0.157  -0.001
H2 2.330 -4.612 1.063  0.000
H3 4.425 -3.527 1.895  -0.001
H4 4.663 -1.039 1.826  0.001
H5 2.809 0.369 0.936  -0.001
C10 0.560 1.842 -1.999  -0.009
C11 1.152 2.451 -3.101  0.001
C12 2.193 1.812 -3.784  -0.010
C13 2.662 0.555 -3.384  -0.001
C14 2.092 -0.087 -2.300  -0.015
H6 -0.279 2.312 -1.459  0.000
H7 0.794 3.427 -3.426  0.000
H8 2.657 2.292 -4.645  0.000
H9 3.464 0.046 -3.894  0.000
H10 2.427 -1.067 -1.932  0.000
C15 -0.972 -1.840 -2.246  -0.014
C16 -1.917 -2.748 -2.704  -0.001
C17 -2.897 -3.246 -1.837  -0.012
C18 -2.954 -2.838 -0.499  0.001
C19 -2.023 -1.925 -0.001  -0.010
H11 -0.186 -1.412 -2.881  -0.001
H12 -1.863 -3.052 -3.743  0.000
H13 -3.628 -3.962 -2.222  -0.001
H14 -3.723 -3.232 0.169  0.000
H15 -2.071 -1.579 1.047  -0.001
H16 -2.329 4.069 -2.322  0.000
H17 -2.920 3.601 -2.356  0.000
N1 -1.551 3.226 5.016  -0.001
C20 -2.243 3.113 3.888  -0.001
N2 -3.424 3.671 3.586  0.000
O2 -1.742 2.402 2.982  -0.026
H18 -1.942 3.796 5.753  0.000
H19 -0.664 2.726 5.068  0.000
H20 -3.794 3.464 2.662  0.000
H21 -3.857 4.249 4.287  0.000

Density functional theory data (the ωB97M-V functional and the def2-TZVPD basis) for a molecular structure, C20H21CuFIN6O4S.

HOMO	-7.47	eV
LUMO level	-0.45	eV

Each line ends with the Löwdin charge.
Atoms and positions in Å:
Cu1 0.830 -0.032 -2.722  0.348
F1 -0.638 3.080 1.134  0.065
C1 -0.924 1.823 0.714  -0.198
C2 -1.562 1.618 -0.474  0.075
C3 -1.792 0.313 -0.921  -0.062
C4 -2.123 0.128 -2.347  -0.346
O1 -2.542 1.042 -3.044  0.070
C5 -1.784 -1.200 -2.831  -0.072
C6 -1.666 -2.212 -1.961  0.008
N1 -1.635 -2.069 -0.599  0.013
C7 -1.729 -3.292 0.167  -0.236
C8 -2.022 -3.361 1.630  -0.085
C9 -0.686 -3.836 1.100  -0.083
C10 -1.466 -0.783 -0.101  -0.126
C11 -0.780 -0.530 1.087  0.043
C12 -0.454 0.751 1.470  -0.162
N2 0.525 0.909 2.468  -0.115
C13 0.376 0.543 3.851  -0.118
C14 1.529 -0.433 4.196  -0.084
N3 2.632 -0.240 3.199  0.014
C15 2.880 1.206 2.933  -0.089
C16 1.666 1.755 2.170  -0.126
C17 -1.362 -1.390 -4.270  -0.626
O2 -1.858 -2.251 -4.971  0.055
O3 -0.397 -0.585 -4.542  -0.109
H1 -1.833 2.442 -1.122  0.138
H2 -1.540 -3.225 -2.326  0.153
H3 -2.235 -4.037 -0.431  0.146
H4 -2.739 -4.103 1.951  0.102
H5 -2.055 -2.442 2.195  0.086
H6 -0.492 -4.899 1.060  0.102
H7 0.189 -3.233 1.300  0.062
H8 -0.321 -1.332 1.634  0.090
H9 -0.575 0.037 4.005  0.132
H10 0.392 1.420 4.509  0.126
H11 1.216 -1.473 4.112  0.127
H12 1.938 -0.262 5.191  0.123
H13 2.364 -0.686 2.265  0.023
H14 3.478 -0.705 3.518  0.173
H15 3.790 1.291 2.342  0.133
H16 3.031 1.703 3.892  0.127
H17 1.856 1.685 1.100  0.133
H18 1.508 2.806 2.440  0.125
O4 2.207 -1.273 0.993  -0.604
S1 2.299 -1.885 -0.395  0.783
N4 1.660 -1.247 -1.538  -0.423
I1 0.226 6.084 -3.329  0.842
C18 0.186 4.042 -3.587  -0.777
C19 -0.472 3.332 -4.576  -0.127
N5 -0.218 2.044 -4.356  0.020
N6 0.543 1.861 -3.277  -0.031
C20 0.809 3.074 -2.799  -0.196
H19 -1.092 3.660 -5.391  0.125
H20 -0.561 1.167 -4.789  0.130
H21 1.423 3.201 -1.924  0.107

Density functional theory data (the ωB97M-V functional and the def2-TZVPD basis) for a molecular structure, C20H21DyN4O in a non-equilibrium geometry.

<S²>	9.2686
2S+1	6
HOMO (spin up / spin down)	-15.03 / -15.17	eV
LUMO level (spin up / spin down)	-6.86 / -6.21	eV
total charge	+2

Each line ends with the Löwdin spin population.
Atoms and positions in Å:
Dy1 0.086 -1.118 -0.945  5.045
C1 0.224 1.874 0.556  0.000
N1 0.063 1.450 -0.852  0.001
C2 1.193 1.961 -1.655  0.000
C3 2.455 1.179 -1.358  0.000
C4 3.687 1.798 -1.264  0.000
C5 4.815 1.028 -1.014  0.000
C6 4.671 -0.343 -0.864  0.000
C7 3.410 -0.892 -0.981  0.001
N2 2.312 -0.153 -1.217  -0.007
C8 -1.242 1.903 -1.380  0.000
C9 -2.359 1.067 -0.800  0.000
C10 -3.442 1.618 -0.144  0.000
C11 -4.431 0.776 0.351  0.001
C12 -4.304 -0.590 0.161  0.000
C13 -3.192 -1.066 -0.509  0.000
N3 -2.227 -0.262 -0.977  -0.007
C14 -0.351 0.911 1.571  -0.001
C15 -0.875 1.381 2.763  -0.001
C16 -1.300 0.475 3.722  0.001
C17 -1.198 -0.883 3.453  -0.001
C18 -0.671 -1.275 2.242  0.000
N4 -0.240 -0.403 1.313  -0.018
H1 -0.212 2.866 0.710  0.000
H2 1.292 1.954 0.772  0.000
H3 1.361 3.026 -1.473  0.000
H4 0.954 1.842 -2.715  0.000
H5 3.772 2.869 -1.386  0.000
H6 5.789 1.491 -0.933  0.000
H7 5.526 -0.973 -0.665  0.000
H8 3.254 -1.957 -0.888  0.000
H9 -1.248 1.767 -2.464  0.000
H10 -1.411 2.965 -1.178  0.000
H11 -3.522 2.690 -0.027  0.000
H12 -5.287 1.182 0.873  0.000
H13 -5.058 -1.277 0.518  0.000
H14 -3.069 -2.128 -0.691  0.000
H15 -0.943 2.446 2.942  0.000
H16 -1.704 0.821 4.664  0.000
H17 -1.520 -1.624 4.171  0.000
H18 -0.571 -2.325 1.995  0.000
C19 1.184 -4.690 -1.138  -0.001
C20 0.791 -3.264 -1.091  0.000
O1 -0.410 -2.991 -0.780  -0.014
H19 0.325 -5.361 -1.112  0.000
H20 1.816 -4.876 -0.263  0.000
H21 1.808 -4.887 -2.010  0.000

Density functional theory data (the ωB97M-V functional and the def2-TZVPD basis) for a molecular structure, C20H21F10N5O4PS2W in a non-equilibrium geometry.

<S²>	3.7722
2S+1	4
HOMO (spin up / spin down)	-7.89 / -8.34	eV
LUMO level (spin up / spin down)	-1.09 / -2.89	eV

Each line ends with the Löwdin spin population.
Atoms and positions in Å:
W1 -1.113 -1.213 0.465  1.027
C1 2.428 -2.157 -1.762  0.049
N1 1.943 -0.951 -2.380  0.594
C2 2.934 0.001 -2.826  0.047
C3 0.656 -0.951 -3.055  0.048
C4 -0.317 0.171 -2.677  0.042
N2 -1.179 -0.183 -1.554  0.157
C5 -2.218 0.554 -1.223  0.034
C6 -3.142 -0.106 -0.288  0.101
F1 -1.030 0.530 1.229  0.044
C7 -3.915 0.732 0.575  0.009
F2 -4.627 0.138 1.527  -0.003
C8 -4.006 2.062 0.385  0.033
C9 -3.268 2.641 -0.686  0.010
F3 -3.364 3.955 -0.858  0.003
C10 -2.439 1.931 -1.495  0.011
F4 -1.715 2.568 -2.427  0.003
H1 1.649 -2.617 -1.159  0.008
H2 3.305 -1.930 -1.162  0.003
H3 2.697 -2.872 -2.549  0.032
H4 3.431 -0.411 -3.712  0.029
H5 3.670 0.166 -2.042  0.006
H6 2.463 0.947 -3.077  0.005
H7 0.185 -1.916 -2.925  0.001
H8 0.890 -0.825 -4.118  0.022
H9 -0.952 0.313 -3.553  0.004
H10 0.227 1.100 -2.499  0.004
H11 -4.635 2.694 0.994  0.002
F5 -0.585 -2.819 -0.927  0.021
P1 -1.103 -4.312 -1.815  0.001
F6 0.295 -4.167 -2.606  0.001
F7 -2.438 -4.280 -0.958  0.000
F8 -0.356 -5.117 -0.670  0.000
F9 -1.528 -5.587 -2.637  0.000
F10 -1.761 -3.281 -2.868  0.002
C11 -3.249 -1.507 -0.333  0.182
H12 -3.869 -1.999 0.403  0.006
H13 -3.047 -2.018 -1.267  0.016
O1 -1.602 -2.825 1.366  0.148
O2 -1.755 -1.742 2.271  0.092
N3 0.098 4.527 4.629  0.001
C12 0.578 3.811 3.541  0.002
C13 1.814 3.164 3.611  0.000
C14 2.315 2.487 2.516  0.002
C15 1.583 2.452 1.338  0.001
C16 0.357 3.100 1.249  0.001
C17 -0.139 3.778 2.341  0.000
S1 2.170 1.544 -0.041  0.008
O3 1.692 2.195 -1.235  0.001
O4 3.601 1.365 0.110  0.006
N4 1.436 0.108 0.011  0.112
C18 1.734 -0.779 0.972  0.010
S2 3.204 -1.035 1.848  0.016
C19 2.482 -2.391 2.656  0.021
C20 1.221 -2.579 2.235  0.004
N5 0.799 -1.673 1.294  0.021
H14 0.463 4.252 5.526  0.000
H15 -0.898 4.679 4.643  0.000
H16 2.385 3.203 4.531  0.000
H17 3.280 2.000 2.564  0.000
H18 -0.196 3.067 0.320  0.000
H19 -1.092 4.290 2.274  0.000
H20 3.030 -2.947 3.397  0.001
H21 0.523 -3.334 2.564  0.000

Density functional theory data (the ωB97M-V functional and the def2-TZVPD basis) for a molecular structure, C20H21F3N2O5 in a non-equilibrium geometry.

HOMO	-7.70	eV
LUMO level	0.15	eV

Each line ends with the Löwdin charge.
Atoms and positions in Å:
C1 -6.971 -0.039 -0.606  0.008
C2 -5.520 0.513 -0.419  -0.422
C3 -4.575 0.309 0.487  -0.021
C4 -3.583 1.076 0.258  -0.120
C5 -3.979 1.713 -0.942  -0.289
O1 -5.282 1.448 -1.155  0.173
C6 -3.383 2.843 -1.348  -0.072
H1 -3.235 3.880 -1.014  0.075
H2 -3.891 3.241 -2.518  0.170
H3 -2.245 2.602 -1.772  0.146
C7 -2.451 1.316 1.049  -0.599
O2 -2.173 0.400 1.762  0.122
O3 -1.582 1.988 0.589  0.085
C8 -0.292 2.231 1.302  0.125
H4 -0.377 1.857 2.199  0.062
H5 0.023 3.118 1.270  0.056
C9 0.601 0.965 0.568  -0.353
O4 0.163 0.509 -0.402  0.180
N1 1.882 1.063 1.055  0.136
C10 2.856 0.365 0.630  -0.159
C11 4.023 1.030 0.386  -0.054
C12 5.068 0.636 -0.026  -0.240
C13 5.098 -0.563 -0.786  0.103
C14 3.877 -1.359 -0.605  -0.044
C15 2.805 -0.797 -0.315  -0.167
N2 1.763 -1.718 0.004  -0.081
C16 1.480 -3.015 -0.918  -0.007
H6 1.895 -2.392 -1.928  0.193
C17 -0.117 -3.116 -0.928  -0.272
O5 -0.572 -3.438 0.277  -0.113
C18 -0.428 -2.206 1.043  -0.136
H7 -0.926 -2.636 1.912  0.131
C19 1.074 -1.955 1.314  -0.095
H8 1.124 -1.263 1.930  0.020
H9 1.498 -2.929 1.771  0.163
H10 -0.916 -1.230 0.742  0.117
H11 -0.202 -3.923 -1.869  0.172
H12 -0.513 -2.156 -1.182  0.100
H13 1.941 -3.710 -0.551  0.002
H14 3.803 -2.246 -1.162  0.100
H15 6.040 -1.139 -1.215  0.161
C20 6.296 1.436 0.029  -0.550
F1 7.427 0.621 -0.525  -0.020
F2 6.658 1.787 1.009  0.446
F3 6.254 2.452 -1.157  -0.037
H16 4.274 1.941 0.939  0.163
H17 2.100 1.501 1.894  0.153
H18 -4.647 -0.678 1.314  0.223
H19 -7.042 -0.340 -1.809  0.135
H20 -7.364 -0.773 0.062  0.047
H21 -7.757 0.782 -0.642  0.083

Density functional theory data (the ωB97M-V functional and the def2-TZVPD basis) for a molecular structure, C20H21IN5OPdS.

<S²>	6.0214
2S+1	5
HOMO (spin up / spin down)	-10.80 / -11.84	eV
LUMO level (spin up / spin down)	-4.03 / -6.27	eV
total charge	+1

Each line ends with the Löwdin spin population.
Atoms and positions in Å:
Pd1 0.471 -0.183 0.240  1.373
C1 -2.495 0.489 1.475  0.009
N1 -1.073 0.775 1.705  0.121
C2 -0.735 0.379 3.086  0.010
C3 -0.795 2.216 1.523  0.014
C4 0.692 2.469 1.522  0.057
C5 1.235 3.657 2.001  0.015
C6 2.609 3.851 1.989  -0.001
C7 3.454 2.856 1.516  0.017
C8 2.922 1.661 1.039  0.054
C9 1.550 1.495 1.027  0.349
H1 -3.115 0.996 2.222  0.005
H2 -2.668 -0.584 1.551  0.001
H3 -2.801 0.832 0.490  0.000
H4 -1.338 0.953 3.797  0.001
H5 0.318 0.572 3.278  0.002
H6 -0.943 -0.680 3.223  0.005
H7 -1.292 2.796 2.310  0.002
H8 -1.235 2.522 0.570  0.000
H9 0.584 4.430 2.395  0.003
H10 3.023 4.775 2.369  0.000
H11 4.526 3.004 1.525  0.003
H12 3.585 0.879 0.686  0.007
O1 0.819 -2.693 3.779  0.074
S1 1.571 -2.491 2.563  0.152
N2 0.905 -1.710 1.461  0.687
I1 -0.666 0.330 -3.685  0.190
C10 -1.335 -0.007 -1.806  0.652
H13 -1.719 -0.996 -1.601  0.033
H14 -1.760 0.854 -1.312  0.038
N3 3.178 -6.583 -7.995  0.000
C11 3.084 -5.780 -7.180  0.000
C12 2.962 -4.775 -6.159  0.000
C13 3.010 -5.141 -4.817  0.000
C14 2.899 -4.172 -3.835  0.000
C15 2.722 -2.847 -4.202  0.001
C16 2.669 -2.474 -5.537  0.000
C17 2.797 -3.439 -6.519  0.000
N4 2.581 -1.848 -3.195  0.004
C18 3.182 -0.608 -3.180  0.008
C19 2.718 0.024 -2.071  0.009
N5 1.842 -0.806 -1.412  0.096
C20 1.781 -1.918 -2.111  0.009
H15 3.150 -6.178 -4.548  0.000
H16 2.969 -4.445 -2.790  0.000
H17 2.513 -1.437 -5.806  0.000
H18 2.758 -3.165 -7.564  0.000
H19 3.888 -0.309 -3.934  0.001
H20 2.948 1.010 -1.706  0.001
H21 1.164 -2.775 -1.895  0.000